Entry from the Open Molecules 2025 dataset: a single C6H10N2OS molecule (ωB97M-V with the def2-TZVPD basis set).

Positions of all 20 atoms, in Å:
C 1.105 0.620 -0.248
C -0.819 -0.385 -0.667
C 1.934 1.589 -0.624
C -0.083 -1.431 -1.293
C 1.098 -1.016 1.619
C -3.016 1.013 0.018
N -0.269 0.698 -0.180
N 1.578 -0.634 0.257
O 2.746 -0.907 0.059
S -2.573 -0.600 -0.572
H 2.987 1.530 -0.638
H 1.521 2.513 -0.807
H -0.482 -2.467 -1.271
H 0.709 -1.225 -1.884
H 1.632 -1.990 1.960
H 1.349 -0.191 2.302
H -0.042 -1.336 1.604
H -2.112 1.620 -0.006
H -3.552 1.040 1.063
H -3.712 1.559 -0.693

Cartesian forces (eV/Å) of the 2 atoms listed first:
0.0 0.6 0.2
-0.2 0.9 0.2

DFT total energy ... -817.36119 Eh
HOMO (alpha / beta) ... -0.300 / -0.317 Ha
LUMO energy (alpha / beta) ... -0.03791 / -0.00399 Ha
Total charge ... 0
Energy relative to the best compared isomer or geometry (same formula, charge and spin) ... 144.7 kcal/mol
2S+1 ... 1

Entry from the Open Molecules 2025 dataset: a single C6H10N2S molecule (ωB97M-V with the def2-TZVPD basis set).

Positions of all 19 atoms, in Å:
C -1.687 0.554 -1.131
C -1.133 1.794 -1.138
C -0.917 -0.656 -1.036
C 1.099 1.228 0.081
C 2.574 1.106 0.155
C -0.984 -0.724 1.410
N -0.334 -2.623 0.135
N -0.797 -1.285 0.085
S 0.512 2.144 -1.204
H -2.788 0.426 -1.189
H -1.665 2.625 -1.406
H 3.057 2.021 0.141
H 3.014 0.548 0.997
H 3.002 0.551 -0.773
H -1.881 -1.052 1.957
H -0.086 -1.021 2.109
H -0.908 0.330 1.376
H 0.725 -2.758 -0.058
H -0.802 -3.209 -0.512

Cartesian forces (eV/Å) of the 2 atoms listed first:
0.7 0.7 1.0
-1.1 -2.0 -0.5

DFT total energy ... -742.07376 Eh
HOMO ... -0.287 Ha
LUMO energy ... 0.00916 Ha
Total charge ... 0
Energy relative to the best compared isomer or geometry (same formula, charge and spin) ... 138.5 kcal/mol
2S+1 ... 1

Entry from the Open Molecules 2025 dataset: a 2-piece molecular cluster, C6H10N2S overall (ωB97M-V with the def2-TZVPD basis set).

Positions of all 19 atoms, in Å:
C 2.477 1.728 0.150
C 1.738 2.546 -0.653
C 0.718 0.653 -0.320
C -1.818 -0.685 1.113
C 0.017 -2.233 0.214
C -1.010 -1.181 -0.034
N 1.816 0.549 0.357
N 0.592 1.839 -0.944
S -1.777 -1.263 -1.605
H 3.433 1.906 0.601
H 1.911 3.533 -1.032
H -2.526 -1.460 1.424
H -2.386 0.208 0.858
H -1.167 -0.464 1.954
H 0.575 -2.441 -0.694
H -0.448 -3.163 0.553
H 0.714 -1.897 0.979
H -0.162 2.149 -1.535
H -2.694 -0.323 -1.384

Cartesian forces (eV/Å) of the 2 atoms listed first:
0.1 0.6 -0.1
0.3 0.2 0.2

DFT total energy ... -742.15538 Eh
HOMO (alpha / beta) ... -0.232 / -0.323 Ha
LUMO energy (alpha / beta) ... 0.02308 / -0.05021 Ha
Total charge ... 0
Energy relative to the best compared isomer or geometry (same formula, charge and spin) ... 0.0 kcal/mol
2S+1 ... 3

Entry from the Open Molecules 2025 dataset: a single C6H10N2S2 molecule (ωB97M-V with the def2-TZVPD basis set).

Positions of all 20 atoms, in Å:
C -2.701 0.211 0.972
C -1.169 0.308 1.079
C -0.366 -0.810 0.309
C 0.628 0.029 -0.475
C 0.706 -0.484 -2.031
C 2.291 0.035 0.248
S 2.537 -0.693 1.640
S 3.296 1.120 -0.587
N 0.181 1.489 -0.274
N -0.702 1.569 0.561
H -2.995 0.184 -0.062
H -3.119 1.212 1.470
H -3.238 -0.690 1.531
H -0.986 0.362 2.155
H 0.001 -1.727 0.905
H -1.029 -1.231 -0.357
H -0.177 -0.233 -2.572
H 1.092 -1.527 -2.210
H 1.409 0.268 -2.418
H 4.341 0.609 0.116

Cartesian forces (eV/Å) of the 2 atoms listed first:
-1.5 0.9 2.2
-0.4 -2.0 1.0

DFT total energy ... -1140.39670 Eh
HOMO ... -0.320 Ha
LUMO energy ... -0.00964 Ha
Total charge ... 0
Energy relative to the best compared isomer or geometry (same formula, charge and spin) ... 71.7 kcal/mol
2S+1 ... 1

Entry from the Open Molecules 2025 dataset: an isolated ion of composition C6H10N3O2 and charge +1 (ωB97M-V with the def2-TZVPD basis set).

Positions of all 21 atoms, in Å:
N -1.387 1.042 1.437
C -1.142 -0.146 0.684
C -1.473 -0.049 -0.861
O -1.243 -1.355 -1.329
C 0.349 -0.683 0.616
N 0.516 -1.979 0.953
N 1.718 -2.428 0.849
C 2.524 -1.549 0.322
C 1.727 -0.402 0.046
C 2.179 0.753 -0.551
O 3.461 1.023 -0.818
H -1.171 0.886 2.453
H -1.033 1.910 1.090
H -1.727 -0.929 1.218
H -0.674 0.561 -1.310
H -2.469 0.269 -1.139
H -1.756 -2.032 -0.867
H -0.216 -2.482 1.431
H 3.658 -1.623 0.207
H 1.539 1.588 -0.568
H 3.645 1.887 -1.347

Cartesian forces (eV/Å) of the 2 atoms listed first:
0.1 -0.8 1.7
1.0 0.8 -0.8

DFT total energy ... -549.03739 Eh
HOMO ... -0.498 Ha
LUMO energy ... -0.19778 Ha
Total charge ... +1
Energy relative to the best compared isomer or geometry (same formula, charge and spin) ... 81.0 kcal/mol
2S+1 ... 1

Entry from the Open Molecules 2025 dataset: C6H10N3S as an isolated structure (ωB97M-V with the def2-TZVPD basis set).

Positions of all 20 atoms, in Å:
C -2.145 0.796 -0.953
C -3.764 -0.174 0.135
C -1.496 0.360 0.146
C 0.414 0.415 0.631
C 0.944 -1.367 -0.927
C 2.674 0.049 0.047
N -3.463 0.478 -0.903
N 1.282 -0.268 -0.053
N 0.666 1.172 1.662
S -2.516 -0.393 1.312
H -1.646 1.320 -1.825
H -4.851 -0.546 0.254
H 1.298 -1.166 -1.933
H 1.732 -2.305 -0.713
H -0.024 -1.895 -0.946
H 3.155 0.035 -0.949
H 2.774 1.161 0.337
H 3.449 -0.557 0.566
H -0.048 1.913 1.942
H 1.565 0.972 2.170

Cartesian forces (eV/Å) of the 2 atoms listed first:
1.7 0.7 -1.1
-3.2 -1.2 1.6

DFT total energy ... -796.73501 Eh
HOMO ... -0.491 Ha
LUMO energy ... -0.11873 Ha
Total charge ... +1
Energy relative to the best compared isomer or geometry (same formula, charge and spin) ... 62.1 kcal/mol
2S+1 ... 1

Entry from the Open Molecules 2025 dataset: a 2-piece molecular cluster, C6H10N4 overall (ωB97M-V with the def2-TZVPD basis set).

Positions of all 20 atoms, in Å:
N 3.610 0.597 0.134
C 2.577 1.022 -0.184
C 1.342 1.521 -0.568
C 0.424 0.798 -1.205
C -0.811 1.295 -1.585
N -1.845 1.721 -1.902
H 1.129 2.551 -0.330
H 0.638 -0.233 -1.442
C -2.342 -1.039 1.097
N -1.315 -0.118 1.587
C -0.378 -0.816 2.467
N -1.924 1.015 2.232
H -1.889 -1.885 0.583
H -2.933 -1.408 1.933
H -3.004 -0.526 0.402
H 0.078 -1.661 1.955
H 0.408 -0.136 2.787
H -0.906 -1.176 3.347
H -1.169 1.643 2.469
H -2.477 1.478 1.527

Cartesian forces (eV/Å) of the 2 atoms listed first:
-1.3 0.6 -0.4
2.8 -1.3 0.8

DFT total energy ... -453.54587 Eh
HOMO ... -0.293 Ha
LUMO energy ... -0.03828 Ha
Total charge ... 0
Energy relative to the best compared isomer or geometry (same formula, charge and spin) ... 65.9 kcal/mol
2S+1 ... 1

Entry from the Open Molecules 2025 dataset: a 2-piece molecular cluster, C6H10N4O2 overall (ωB97M-V with the def2-TZVPD basis set).

Positions of all 22 atoms, in Å:
H 0.620 -1.873 2.364
N 0.917 -1.654 1.405
C 1.765 -0.686 1.422
N 2.452 -0.298 0.322
C 2.908 1.057 0.152
C 3.671 1.169 -1.142
O 3.812 0.217 -1.887
H 1.991 -0.104 2.326
H 2.328 -0.778 -0.554
H 2.092 1.795 0.086
H 3.561 1.378 0.982
H 4.073 2.162 -1.410
N -4.604 0.427 -0.439
C -3.312 0.008 -0.252
N -2.610 -0.865 -0.882
C -1.315 -0.705 -0.320
C -1.361 0.236 0.650
O -2.683 0.626 0.764
H -4.807 1.368 -0.140
H -4.987 0.217 -1.346
H -0.470 -1.311 -0.605
H -0.650 0.665 1.366

Cartesian forces (eV/Å) of the 2 atoms listed first:
0.0 0.2 -0.5
1.1 0.3 0.6

DFT total energy ... -604.09726 Eh
HOMO ... -0.300 Ha
LUMO energy ... 0.02437 Ha
Total charge ... 0
Energy relative to the best compared isomer or geometry (same formula, charge and spin) ... 25.3 kcal/mol
2S+1 ... 1

Q: Which of these has the highest 2S+1?
A: number 3